No. 1
Density functional theory data (ωB97M-V with the def2-TZVPD basis set) for 2 unconnected molecules or ions with the total composition C4H6O2.

XYZ file:
```
12
Properties=species:S:1:pos:R:3:lowdin_charge:R:1
H 2.221 -0.763 -0.636 0.061
H -0.429 -1.060 -0.976 0.129
H 1.822 0.939 -0.868 0.085
O -2.984 -1.299 -0.207 0.031
H 0.926 -0.398 0.313 0.050
C -0.847 -0.342 -0.280 -0.065
O -0.032 1.710 0.810 0.180
H -2.515 0.352 0.886 0.129
C -2.224 -0.429 0.153 -0.302
C 1.842 0.115 -0.134 -0.021
C -0.182 0.722 0.206 -0.347
H 2.402 0.453 0.733 0.068
```

Properties
- Net charge: 0
- E_LUMO: 0.64 eV
- Frontier orbital gap: 10.17 eV
- Highest occupied orbital energy: -9.53 eV
- E_tot: -8337.3132 eV
- SMILES: O=C=CC=O.C



No. 2
Density functional theory data (ωB97M-V with the def2-TZVPD basis set) for a molecular structure, C33H42AsClN5O6PTl.

XYZ file:
```
90
Properties=species:S:1:pos:R:3:lowdin_charge:R:1
H 0.547 1.626 6.022 0.091
C 1.826 -4.264 1.428 -0.638
C -2.502 -3.309 -4.490 0.001
C 4.252 2.245 -1.697 -0.173
H 4.503 -0.605 -2.080 0.057
C -3.287 -4.235 1.665 -0.078
C 1.288 -0.135 3.261 -0.121
C -0.471 4.220 1.633 -0.265
C 0.771 -4.224 3.628 -0.068
H 5.043 0.018 -3.700 0.048
H -2.814 -2.593 -5.257 0.088
C -2.419 -1.591 2.127 -0.118
H 1.759 5.548 -0.122 0.159
C -1.469 -2.618 1.947 -0.383
H 0.599 5.633 2.905 0.109
C 1.071 2.278 0.740 -0.521
H 1.841 2.976 -4.121 0.009
O 1.549 0.416 -2.275 -0.565
N -0.928 -0.798 -2.248 0.081
C 0.509 0.842 5.296 -0.069
H -1.300 7.160 1.079 0.113
H 0.518 7.256 1.004 0.125
C -1.792 -1.392 -3.029 -0.345
H -3.651 -1.252 -3.989 0.129
C -0.483 -0.148 5.409 -0.069
Cl 2.111 -3.420 -0.080 0.625
C 0.950 -3.641 2.417 -0.425
H -1.199 -4.569 -2.671 0.098
H -0.897 3.450 2.257 0.153
C -0.572 -1.178 4.469 -0.096
H -4.463 -1.141 2.428 0.115
C -3.726 -1.934 2.205 -0.114
Tl -0.470 1.300 -1.782 1.120
C -0.369 6.581 1.070 -0.094
H 2.836 -6.933 3.232 0.110
H 1.712 4.151 1.648 0.139
H -3.612 -5.236 1.363 0.102
H -4.385 2.032 -4.457 0.110
H 3.398 2.596 -5.030 0.081
H 1.979 -0.206 2.370 0.098
H 3.195 -5.691 0.971 0.102
H -1.240 -0.138 6.170 0.097
H -2.119 -0.560 2.214 0.111
H -3.391 -3.768 -4.005 0.114
N -2.987 -0.713 -3.454 0.176
C 1.184 4.247 -1.681 -0.573
C -0.765 -3.575 -2.719 -0.032
C 4.161 -0.287 -3.099 -0.219
C -3.227 0.645 -3.496 -0.411
O -0.015 1.727 0.291 -0.143
H 1.985 1.508 -5.131 0.043
C -1.914 -3.905 1.690 -0.097
H -2.725 2.504 -3.062 0.075
H -0.965 5.894 -1.026 0.163
P 0.252 -2.117 1.922 1.026
C 2.524 -5.375 1.764 -0.122
C 0.900 3.827 0.997 -0.076
O 2.139 4.649 -2.340 0.029
As 2.954 1.231 -2.791 1.101
O 0.387 3.370 -2.186 -0.153
H 0.103 -3.795 4.323 0.094
H -1.294 -1.971 4.605 0.107
C -0.474 5.576 -0.088 -0.226
H -0.656 -3.235 -1.661 0.092
C 0.885 4.838 -0.230 -0.079
C 1.573 -5.343 3.967 -0.053
H -1.205 -4.728 1.491 0.110
N -1.673 -2.674 -3.405 -0.134
H 4.234 3.286 -2.029 0.028
H -0.079 -1.340 -2.210 0.055
C -0.289 5.595 2.297 -0.093
N -4.283 1.049 -4.310 0.169
C 1.386 0.876 4.195 -0.075
N -2.529 1.551 -2.828 0.084
H 1.419 -5.755 4.970 0.111
C 0.340 -1.169 3.410 -0.387
H 4.027 2.208 -0.598 0.052
H -5.286 -3.453 2.073 0.111
C -4.202 -3.223 1.993 -0.094
O 2.067 1.606 1.113 0.010
H -1.190 5.756 2.901 0.116
H 5.282 1.857 -1.770 0.047
C 2.522 2.174 -4.429 -0.199
H -4.375 0.556 -5.178 0.107
H 2.141 1.673 4.124 0.114
O -1.323 4.521 0.509 -0.078
H 3.623 -1.089 -3.646 0.038
H 0.191 -3.688 -3.269 0.114
H -1.885 -4.061 -4.949 0.090
C 2.366 -5.975 3.025 -0.063
```

Properties
- Net charge: +1
- E_LUMO: -3.29 eV
- Frontier orbital gap: 6.34 eV
- Highest occupied orbital energy: -9.64 eV
- E_tot: -141973.9652 eV



No. 3
Density functional theory data (ωB97M-V with the def2-TZVPD basis set) for a molecular structure, CH23O14Pd.

XYZ file:
```
39
Properties=species:S:1:pos:R:3:mulliken_spin:R:1
O 10.510 -3.131 10.574 0.074
O 10.398 -5.995 17.733 0.000
H 11.014 -6.347 18.346 0.000
H 7.265 -2.321 17.503 0.000
H 9.815 -7.000 16.377 -0.001
H 12.580 -5.432 13.109 -0.001
H 12.450 -4.836 15.596 0.001
Pd 9.515 -3.574 11.929 1.232
H 14.099 -5.591 12.940 0.000
O 9.592 -7.381 15.532 0.001
H 11.324 -2.077 16.629 0.000
H 10.123 -6.778 14.974 0.002
H 7.277 -4.087 11.225 0.004
H 9.484 -1.330 12.092 -0.001
O 12.986 -5.106 16.351 0.000
O 10.496 -3.408 17.911 0.000
H 13.460 -7.825 15.031 0.000
H 8.697 -1.600 13.316 0.019
H 11.567 -1.013 15.521 0.000
H 9.592 -5.929 18.306 0.000
H 7.805 -3.069 16.257 0.000
O 13.263 -5.810 12.550 0.001
O 10.497 -4.239 12.959 0.325
H 10.439 -4.371 17.792 0.000
H 10.118 -3.174 9.668 0.018
C 10.642 -4.646 14.100 0.055
O 8.927 -2.048 12.451 0.123
O 13.436 -8.016 14.109 0.000
H 12.827 -6.063 16.293 0.000
H 13.429 -7.286 13.421 0.000
H 7.927 -5.331 11.805 0.013
O 10.060 -3.779 14.938 0.026
O 7.898 -2.229 16.748 0.000
H 10.185 -3.871 15.873 -0.001
O 8.124 -4.448 11.480 0.087
H 9.568 -3.236 18.033 0.000
O 11.985 -1.432 16.254 0.000
O 11.260 -5.578 14.455 0.029
H 11.380 -3.488 10.411 -0.004
```

Properties
- Net charge: +1
- E_LUMO (spin up / spin down): -4.31 / -4.80 eV
- Frontier orbital gap (spin up / spin down): 8.10 / 7.61 eV
- Highest occupied orbital energy (spin up / spin down): -12.41 / -12.41 eV
- E_tot: -33534.7580 eV
- Multiplicity: 3
- ⟨S²⟩: 2.003



No. 4
Density functional theory data (ωB97M-V with the def2-TZVPD basis set) for a molecular structure, C12H28F2N4O4Pt.

XYZ file:
```
51
Properties=species:S:1:pos:R:3:mulliken_spin:R:1
C -7.722 2.904 -0.446 0.000
H 6.619 1.282 2.707 0.000
O -4.224 2.006 -0.131 0.001
H -6.444 1.427 -2.563 0.000
C 1.483 -1.535 -4.353 0.000
H -7.458 0.387 -1.424 0.000
C -2.374 -3.090 0.185 0.000
H 6.475 -0.393 3.549 0.000
O 1.684 0.583 -2.425 -0.003
C 6.000 0.503 3.153 0.000
H -8.480 2.153 -0.222 0.000
H -1.019 -5.368 1.194 0.000
F 0.043 5.039 -0.928 0.677
Pt -0.198 2.658 1.012 0.787
C 3.532 -0.592 -5.272 0.000
H 5.344 0.168 2.349 0.000
C -0.234 -2.397 1.240 -0.002
H 6.248 0.141 5.743 0.000
C -0.490 -4.682 0.533 0.000
H -2.778 -2.263 0.769 0.000
H 6.505 1.978 5.599 0.000
C 3.998 1.751 3.878 -0.001
N -6.505 2.116 -0.576 0.000
O -0.576 -1.241 1.659 -0.002
H 0.870 -1.561 -3.452 0.000
N 5.168 1.169 4.146 0.000
H -7.751 3.696 0.302 0.000
N 2.555 -0.576 -4.258 0.000
H -2.966 -3.978 0.409 0.000
C 5.848 1.118 5.472 0.000
H 3.927 -1.596 -5.112 0.000
H -8.026 3.423 -1.354 0.000
N -1.038 -3.333 0.642 0.000
C -6.582 1.020 -1.561 0.000
H 0.804 -1.343 -5.183 0.000
C -5.377 2.531 0.087 0.000
H 3.128 -0.547 -6.283 0.000
H 0.786 -2.785 1.387 0.000
H 1.859 -2.555 -4.442 0.000
H 3.440 2.013 4.790 0.000
H -2.411 -2.727 -0.842 0.000
H -5.769 0.317 -1.377 0.000
C 2.605 0.379 -3.303 -0.001
H -5.523 3.367 0.789 0.000
F -1.476 4.251 3.277 0.545
H 5.098 1.208 6.258 0.000
H -0.822 -5.090 -0.422 0.000
H 0.597 -4.765 0.531 0.000
H 4.428 0.024 -5.195 0.000
O 3.621 1.912 2.764 0.000
H 3.580 0.890 -3.294 0.000
```

Properties
- Net charge: 0
- E_LUMO (spin up / spin down): -1.73 / -3.42 eV
- Frontier orbital gap (spin up / spin down): 7.43 / 4.76 eV
- Highest occupied orbital energy (spin up / spin down): -9.16 / -8.18 eV
- E_tot: -35719.0563 eV
- Multiplicity: 3
- ⟨S²⟩: 2.234



No. 5
Density functional theory data (ωB97M-V with the def2-TZVPD basis set) for a molecular structure, C2H4MnO.

XYZ file:
```
8
Properties=species:S:1:pos:R:3:mulliken_spin:R:1
H 1.292 1.352 1.604 0.018
C -0.157 -0.223 1.146 -0.067
H -0.374 1.962 1.179 0.017
H -0.799 -0.188 2.046 0.000
H 0.215 -1.208 1.483 -0.005
Mn 0.644 0.478 -0.995 4.913
O -0.532 -0.820 -0.496 0.144
C 0.362 1.157 1.053 -0.021
```

Properties
- Net charge: 0
- E_LUMO (spin up / spin down): -0.72 / -1.01 eV
- Frontier orbital gap (spin up / spin down): 6.82 / 7.62 eV
- Highest occupied orbital energy (spin up / spin down): -7.54 / -8.63 eV
- E_tot: -35501.6885 eV
- Multiplicity: 6
- ⟨S²⟩: 8.773



No. 6
Density functional theory data (ωB97M-V with the def2-TZVPD basis set) for a gas-phase ion, C4H8NO (charge +1).

XYZ file:
```
14
Properties=species:S:1:pos:R:3:lowdin_charge:R:1
H 1.368 -1.017 1.446 0.100
C -2.005 -0.023 0.115 -0.063
N -0.771 0.175 -0.104 -0.082
H -0.676 2.303 -0.745 0.156
C -0.321 1.540 0.079 0.018
C 0.166 -0.920 -0.530 -0.118
H 1.976 -1.841 -0.016 0.110
H 1.865 0.019 0.063 0.064
H -0.660 2.065 0.993 0.125
H -0.257 -1.936 -0.380 0.148
H 0.245 -0.628 -1.568 0.141
C 1.430 -0.949 0.359 -0.043
H 0.785 1.379 -0.023 0.099
O -3.144 -0.168 0.309 0.345
```

Properties
- Net charge: +1
- E_LUMO: -4.89 eV
- Frontier orbital gap: 11.43 eV
- Highest occupied orbital energy: -16.32 eV
- E_tot: -7806.4368 eV
- SMILES: CC[N+](C)=C=O